[1]
109
Properties=species:S:1:pos:R:3:forces:R:3 method="wB97M-V/def2-TZVPD" total_energy_ev=-180463.1221 gap_ha=0.252 lumo_ha=-0.0210 homo_ev=-7.43
Bi -1.698756 1.175339 1.953098 -1.1 0.0 -0.6
Cl -0.368456 4.310139 8.130698 0.0 0.0 0.3
C -0.528256 4.018839 6.441798 0.1 0.1 -0.3
C -1.315056 2.966639 6.006198 0.0 0.0 -0.1
C -1.456956 2.710539 4.647698 0.3 0.6 0.4
N -2.191956 1.652739 4.141398 -0.2 -0.3 -0.2
C -3.255556 1.140539 4.781598 0.1 0.3 0.1
O -3.790056 1.564439 5.795598 -0.1 -0.1 0.2
C -3.815556 -0.085661 4.116598 -0.7 -0.4 0.4
C -4.984356 -0.656961 4.608998 0.1 0.1 -0.1
C -5.460356 -1.808061 4.006398 0.1 0.0 -0.1
C -4.765256 -2.349061 2.931198 0.0 0.1 0.0
C -3.619856 -1.699261 2.494798 -0.3 -0.4 -0.1
N -3.166756 -0.607961 3.085898 0.2 0.1 0.2
C -0.789056 3.537439 3.713698 0.1 0.3 0.6
C -0.009856 4.595039 4.162698 0.0 0.0 0.0
C 0.122144 4.832039 5.520998 -0.2 -0.2 0.1
Cl 1.088944 6.152139 6.047298 0.2 0.3 0.0
N -1.046756 3.264139 2.381198 -0.2 -0.1 0.0
C -1.003756 4.159539 1.381098 0.3 0.0 0.4
O -0.340656 5.182339 1.311398 0.0 0.1 -0.1
C -1.984856 3.820339 0.292698 -0.2 0.6 -0.6
C -2.072856 4.633039 -0.831902 0.1 -0.2 0.1
C -3.056856 4.366439 -1.767202 -0.1 -0.1 0.1
C -3.944756 3.324039 -1.535402 0.0 0.2 0.1
C -3.789756 2.571639 -0.383602 -0.4 0.1 -0.4
N -2.836456 2.818039 0.500198 0.1 0.2 0.2
H -1.842656 2.353139 6.717498 0.0 0.0 0.1
H -5.482056 -0.180661 5.438398 0.0 0.0 0.1
H -6.366156 -2.277461 4.362998 0.0 0.0 0.0
H -5.109356 -3.249261 2.443398 0.0 0.0 -0.1
H -3.040056 -2.026261 1.642898 -0.1 -0.2 -0.1
H 0.467344 5.244739 3.445698 0.1 0.0 0.0
H -1.375456 5.451939 -0.929502 0.0 0.0 0.0
H -3.141656 4.963039 -2.663702 0.0 0.1 -0.1
H -4.737756 3.101739 -2.231802 0.0 -0.1 0.0
H -4.456156 1.754139 -0.148502 -0.1 -0.1 -0.1
C -4.285156 -0.831661 -1.945302 0.1 0.0 0.1
C -3.190056 0.136439 -2.259602 -0.2 -0.1 0.1
N -3.224456 0.724139 -3.420002 -0.3 -0.3 0.0
C -2.262956 1.602039 -3.737802 0.5 0.4 -0.1
C -1.210456 1.906339 -2.913302 0.0 0.0 -0.1
C -0.223556 2.976539 -3.331202 -0.4 0.1 -0.1
O 1.093944 2.512339 -3.565802 0.4 -0.1 0.0
C -1.132756 1.296039 -1.629102 -1.0 -0.5 -0.5
C 0.025544 1.584539 -0.861802 1.1 0.0 0.5
N 0.201644 1.587439 0.424498 -1.0 -0.3 -0.8
C 1.445744 1.916039 0.930798 1.1 0.4 0.1
C 2.296644 2.828839 0.288398 -0.2 -0.1 0.0
C 3.570844 3.084139 0.744198 0.1 -0.1 0.0
C 4.050744 2.439839 1.872598 -0.1 0.0 0.1
C 3.208744 1.595039 2.574498 0.0 -0.1 0.1
C 1.925344 1.361139 2.114898 -0.4 -0.4 0.2
I 0.664844 0.112239 3.314398 1.6 -0.1 0.2
C -2.172256 0.377339 -1.249502 0.6 0.4 -0.7
O -2.223456 -0.229961 -0.145802 -0.1 -0.1 0.5
H -5.057556 -0.778361 -2.706402 0.0 0.0 0.0
H -4.704656 -0.628461 -0.963102 -0.1 0.0 0.2
H -3.883156 -1.842761 -1.911402 0.0 -0.2 0.1
H -2.378856 2.074439 -4.705302 0.1 0.1 -0.1
H -0.129056 3.722139 -2.535202 0.0 0.0 -0.1
H -0.606156 3.484139 -4.225802 0.0 0.0 0.1
H 1.106144 2.002439 -4.381002 -0.1 -0.1 0.0
H 0.893444 1.812239 -1.483302 0.0 0.1 0.1
H 1.937444 3.344239 -0.587502 -0.1 0.1 -0.1
H 4.192244 3.776039 0.197498 0.1 0.1 0.0
H 5.058844 2.603239 2.219798 0.1 0.0 0.1
H 3.543844 1.098239 3.470198 0.1 0.0 0.1
C 3.837744 -5.074661 -0.985402 -0.1 0.1 -0.1
C 3.162744 -3.929561 -0.227702 -0.1 0.1 -0.2
C 4.248244 -3.065261 0.422098 -0.1 0.1 -0.2
C 2.345144 -4.528861 0.919998 -0.1 0.1 -0.1
Si 2.063944 -2.862761 -1.434602 -0.1 0.1 0.1
Br 0.726844 -1.666261 -0.039402 0.1 -0.1 -0.1
C 3.051444 -1.506961 -2.430602 -0.2 -0.1 0.1
C 3.538644 -0.375961 -1.517902 -0.1 -0.2 0.1
C 4.257244 -2.123861 -3.141702 -0.1 -0.1 0.2
C 2.161144 -0.856261 -3.494402 -0.1 -0.2 0.1
C 0.773944 -3.872361 -2.489802 0.2 0.1 0.1
C 1.439044 -4.508261 -3.711702 0.2 0.1 0.1
C 0.154344 -4.983561 -1.637602 0.2 0.1 0.1
C -0.390056 -2.998261 -2.970402 0.1 0.2 0.1
H 4.477344 -5.640361 -0.308802 0.1 -0.1 0.1
H 4.456244 -4.709761 -1.801602 0.1 0.0 -0.1
H 3.103544 -5.763361 -1.396402 0.0 -0.1 -0.1
H 4.825844 -3.663361 1.126298 0.0 -0.2 0.1
H 3.802644 -2.240061 0.973498 0.0 0.2 0.1
H 4.946244 -2.670361 -0.311102 0.1 0.1 0.0
H 3.018044 -5.017361 1.622198 0.2 -0.1 0.1
H 1.638844 -5.275361 0.576098 -0.2 -0.1 0.0
H 1.802544 -3.762861 1.465298 -0.1 0.1 0.1
H 4.251544 -0.720861 -0.778002 0.1 0.0 0.1
H 2.708844 0.089839 -0.993502 -0.1 0.1 0.1
H 4.027644 0.392939 -2.115602 0.1 0.1 -0.1
H 4.963144 -2.538161 -2.428002 0.2 -0.1 0.0
H 4.776644 -1.359261 -3.718402 0.1 0.1 -0.1
H 3.954544 -2.914361 -3.825402 0.0 -0.1 -0.1
H 1.237244 -0.478261 -3.059402 -0.1 0.1 0.0
H 1.915644 -1.554661 -4.291902 -0.1 0.0 -0.1
H 2.688544 -0.014661 -3.946002 0.1 0.1 0.0
H 2.269844 -5.149461 -3.427302 0.1 -0.1 0.0
H 1.812244 -3.750961 -4.397002 0.1 0.0 -0.1
H 0.715044 -5.116161 -4.253502 -0.1 -0.1 -0.1
H 0.883344 -5.744061 -1.373302 0.1 -0.1 0.1
H -0.644756 -5.474561 -2.191802 -0.1 0.0 -0.1
H -0.276756 -4.576661 -0.726202 -0.1 0.0 0.2
H -0.069256 -2.203161 -3.633702 0.0 0.1 -0.1
H -0.918656 -2.547561 -2.134802 -0.1 0.1 0.1
H -1.102356 -3.614161 -3.518602 -0.1 -0.2 -0.1

=====

[2]
16
Properties=species:S:1:pos:R:3:forces:R:3 method="wB97M-V/def2-TZVPD" total_energy_ev=-88240.3592 gap_ha=0.264 total_charge=-1 de_lowest_ev=0.261 lumo_ha=0.1239 smiles="CC[C@](C)(Br)C([O-])=S" homo_ev=-3.82
C -0.924592 -0.390347 -0.742035 -0.4 -1.9 -1.7
C 0.409451 0.426125 -0.828094 -1.4 0.8 -1.0
C 1.489699 -0.048649 0.174241 1.2 -2.0 -3.5
C 1.077423 -0.117173 1.553418 -1.3 0.6 1.2
Br 3.034019 1.289156 0.003318 -0.6 -0.7 0.0
C 2.039416 -1.749433 -0.406191 0.0 2.7 0.6
O 2.944207 -1.761624 -1.191883 0.3 0.2 -0.4
S 1.148670 -2.966698 0.286168 -0.5 -1.1 0.5
H -1.396842 -0.346607 0.239044 -0.7 0.6 -0.3
H -0.702698 -1.496221 -0.779911 0.4 1.1 0.1
H -1.612344 -0.383558 -1.755620 1.3 1.0 2.8
H 0.231999 1.569653 -0.752611 0.1 -1.7 0.3
H 0.578697 0.279084 -1.921970 1.2 0.2 0.9
H 0.333679 0.701625 1.700385 0.8 -0.2 0.9
H 0.588483 -1.050105 1.759361 -0.9 -0.6 -0.5
H 1.906235 -0.282790 2.228568 0.3 1.1 0.3

=====

[3]
9
Properties=species:S:1:pos:R:3:forces:R:3 method="wB97M-V/def2-TZVPD" total_energy_ev=-36117.0347 gap_ha=0.289 de_lowest_ev=1.091 lumo_ha=-0.0444 smiles="S=CN(S)C=S" homo_ev=-9.06
S 2.638204 -0.566395 -0.011755 -0.9 0.5 0.2
C 1.411404 0.531980 0.039496 2.1 0.4 -0.5
N 0.072727 0.340557 0.021661 -1.1 0.0 -0.1
S -0.925138 1.776085 -0.009326 0.0 -0.5 0.0
C -0.496118 -0.910591 -0.013061 0.0 -0.1 0.3
S -2.086336 -1.273515 0.002670 0.6 0.2 -0.1
H 1.683009 1.610696 0.002954 -0.3 -0.7 0.2
H -2.010488 0.954084 -0.027500 -0.1 0.3 0.0
H 0.298984 -1.655816 0.008871 -0.2 -0.1 -0.1

=====

[4]
6
Properties=species:S:1:pos:R:3:forces:R:3 method="wB97M-V/def2-TZVPD" total_energy_ev=-27140.6371 gap_ha="0.362 / 0.228" de_lowest_ev=3.375 lumo_ha="-0.0098 / -0.0922" homo_ev="-10.12 / -8.70"
C 1.985632 0.527076 0.474038 1.1 3.7 -2.4
F 2.140831 1.714511 -0.301770 0.2 -2.3 1.1
S -1.115690 0.472411 -0.446999 1.0 0.1 -3.3
Cl 2.451807 -0.881910 -0.160714 0.5 -1.3 -0.7
H 1.225111 0.693896 1.127626 -1.9 0.0 2.0
H -1.420496 0.449266 0.756558 -0.9 -0.1 3.4

=====

[5]
17
Properties=species:S:1:pos:R:3:forces:R:3 method="wB97M-V/def2-TZVPD" total_energy_ev=-9322.8075 gap_ha="0.137 / 0.324" spin_multiplicity=2 s2=0.76 de_lowest_ev=3.140 lumo_ha="0.0274 / 0.0250" homo_ev="-2.99 / -8.13"
C 0.233093 0.375533 -0.110805 -0.9 -1.6 0.3
C -0.811163 -0.438032 0.347268 -0.2 1.9 0.8
N -2.168599 0.219159 0.195457 -0.2 -2.5 -0.6
N -0.086380 1.684628 -0.538695 -0.2 0.7 -0.6
H 1.247983 0.008525 -0.054740 0.0 0.1 -0.2
H -0.962595 -1.482580 0.558441 0.8 0.1 -0.2
H -2.091411 1.049381 -0.416876 0.1 0.6 1.0
H -2.682325 -0.451237 -0.386144 -0.5 -0.3 -0.8
H -2.758311 0.124730 1.038894 0.9 1.4 -0.3
H 0.501924 1.952912 -1.317606 -0.1 -0.1 0.1
H -0.051857 2.473136 0.117969 0.2 -0.4 0.4
H 0.011906 -3.409255 1.336978 0.2 0.8 -0.2
H -0.156009 -4.720077 0.804839 0.0 -0.2 -0.8
O -0.001270 -3.826096 0.464479 -0.2 -0.5 1.1
H 3.210242 2.805862 -1.075225 -0.4 -0.1 0.2
H 3.689047 1.574216 -0.411347 0.1 -0.5 0.2
O 2.875723 2.059202 -0.552885 0.4 0.6 -0.4

=====

[6]
7
Properties=species:S:1:pos:R:3:forces:R:3 method="wB97M-V/def2-TZVPD" total_energy_ev=-24808.9495 gap_ha=0.260 de_lowest_ev=2.531 lumo_ha=-0.0468 homo_ev=-8.36
C -0.690116 0.128616 0.476018 -0.8 1.2 3.7
C -0.494376 0.390424 1.678233 -0.3 -0.2 -0.5
C -0.408155 -0.201414 -0.807710 1.9 0.5 -3.3
S 1.218577 0.445803 1.692006 0.7 0.2 0.0
S 1.582914 0.014313 -0.480113 -1.7 0.3 0.1
H -0.377541 -1.255407 -0.936885 -0.7 -0.8 -1.0
H -0.831302 0.477665 -1.621549 0.8 -1.2 0.9

=====

[7]
16
Properties=species:S:1:pos:R:3:forces:R:3 method="wB97M-V/def2-TZVPD" total_energy_ev=-8865.4433 gap_ha=0.334 de_lowest_ev=3.769 lumo_ha=0.0293 homo_ev=-8.30
C -0.436755 0.463008 -0.134169 -3.9 -4.3 3.1
C 1.560570 1.481301 -1.120299 0.2 -2.9 1.4
C -1.361523 -1.003858 0.820938 0.0 1.0 -0.7
C 0.874030 -0.029057 -0.195183 3.4 4.4 -3.0
N -2.677662 -0.702656 1.019845 0.0 0.2 -0.1
C 1.685756 -1.012541 0.112929 -0.4 -0.3 0.3
O -0.914750 -2.071814 1.201348 0.2 1.4 -0.6
H -3.088289 0.154644 0.690392 0.2 -0.1 0.0
H -3.276407 -1.376125 1.486587 0.3 0.1 -0.1
H -0.973326 0.485589 -1.080766 0.1 0.3 0.1
H -0.589960 1.301927 0.542111 0.0 0.1 -0.3
H 1.302713 -1.877888 0.648576 0.1 0.1 -0.1
H 2.737013 -0.986790 -0.149301 -0.1 0.1 0.0
H 1.949445 1.045483 -2.038961 0.2 0.2 0.1
H 0.867995 2.289026 -1.352609 -0.4 -0.4 0.3
H 2.341150 1.839750 -0.451438 0.1 0.0 -0.3

=====

[8]
16
Properties=species:S:1:pos:R:3:forces:R:3 method="wB97M-V/def2-TZVPD" total_energy_ev=-8404.5562 gap_ha=0.388 de_lowest_ev=0.991 lumo_ha=0.0295 smiles="CCCC=O.O" homo_ev=-9.76
C 0.522298 0.302795 0.639528 0.1 -0.4 0.1
C -0.729090 0.380691 -0.210391 -0.5 -0.4 -0.4
C -0.427869 0.583630 -1.692453 0.8 1.2 -0.2
C -1.584815 0.354711 -2.625269 0.0 -0.2 0.2
O -2.190780 -0.680423 -2.669668 -0.2 -0.3 0.0
H 0.334245 0.555106 1.674566 0.0 0.3 0.2
H 1.308474 0.924427 0.227622 0.2 0.3 0.1
H 0.915570 -0.711824 0.688406 0.0 -0.1 -0.3
H -1.406308 1.164738 0.105038 0.0 0.4 0.2
H -1.320045 -0.527963 -0.115086 0.0 -0.2 0.1
H 0.451736 0.009188 -1.974490 -0.2 -0.7 -0.2
H -0.050045 1.603344 -1.882848 -0.3 0.0 0.3
H -1.899470 1.191006 -3.278185 0.1 0.1 0.0
O 1.704834 -1.721884 3.500794 0.2 0.2 -0.2
H 2.548078 -1.314903 3.239165 -0.4 -0.3 0.4
H 1.823188 -2.112634 4.373275 0.2 0.1 -0.1

=====

[9]
10
Properties=species:S:1:pos:R:3:forces:R:3 method="wB97M-V/def2-TZVPD" total_energy_ev=-9674.2078 gap_ha=0.330 de_lowest_ev=3.246 lumo_ha=-0.0213 homo_ev=-9.55
N 2.125537 0.209299 0.963901 -0.1 0.4 -0.3
C 1.355243 0.798217 0.217072 0.2 0.1 0.0
N 0.516149 1.353510 -0.494946 0.5 -0.2 0.5
N -0.083505 0.471008 -1.396227 -0.3 -0.5 -0.1
C -0.897703 -0.372992 -0.896502 0.0 0.2 -0.3
C -1.459409 -0.412414 0.496381 0.0 0.3 0.4
O -1.509363 0.535755 1.241194 0.0 -0.5 -0.4
H 3.092742 0.136672 0.648190 -0.2 0.0 0.1
H -1.255935 -1.128721 -1.593476 -0.2 0.1 0.0
H -1.899640 -1.386484 0.783844 0.0 0.0 0.0